1.
BrHg2O6PV | ωB97M-V/def2-TZVPD

Values from the calculation:
Energy above the lowest of the compared OMol25 structures with the same formula, charge and spin = 0.95 kcal per mole
Highest occupied orbital energy (spin up / spin down) = -8.4 / -8.3 eV
Orbital gap (spin up / spin down) = 4.575 / 4.544 eV

```
! wB97M-V def2-TZVPD RIJCOSX def2/J DEFGRID3
* xyz 0 2
Hg 0.072 -2.702 -1.162
Hg -0.625 1.257 -1.730
O 3.933 -0.319 0.255
V 2.467 -0.211 0.742
O 2.283 1.168 1.377
Br 1.568 -0.319 -1.830
P -1.858 0.260 0.615
O -1.342 1.753 0.535
O -1.025 -0.555 -0.467
O -3.151 0.273 -0.236
O -2.321 -0.605 1.901
*
```

---

2.
C6H16N5 | ωB97M-V/def2-TZVPD

Values from the calculation:
SMILES string = CC(NCCN)=[N+]1NCCN1
Energy above the lowest of the compared OMol25 structures with the same formula, charge and spin = 131.10 kcal per mole
Highest occupied orbital energy = -11.9 eV
Orbital gap = 9.216 eV

```
! wB97M-V def2-TZVPD RIJCOSX def2/J DEFGRID3
* xyz 1 1
C -2.161 0.497 1.373
C -1.167 -0.094 0.547
N -0.180 -0.837 0.733
C 0.244 -1.614 1.856
C 1.761 -1.844 1.595
N 1.940 -1.883 0.110
N -1.248 0.465 -1.200
N -0.007 0.106 -1.822
C 0.633 1.386 -2.196
C -0.083 2.503 -1.325
N -1.414 1.765 -1.317
H -2.398 1.457 1.103
H -2.080 0.306 2.461
H -3.045 -0.008 1.232
H 0.730 -1.030 0.000
H -0.193 -2.699 1.914
H 0.051 -1.064 2.677
H 2.187 -0.965 2.108
H 2.337 -2.682 2.092
H 2.903 -1.922 -0.046
H 1.539 -2.728 -0.335
H -0.063 -0.391 -2.690
H 0.518 1.643 -3.214
H 1.645 1.543 -2.012
H 0.196 2.588 -0.152
H -0.380 3.421 -1.809
H -2.265 2.081 -1.683
*
```

---

3.
C4H15BN2O4P | ωB97M-V/def2-TZVPD

Values from the calculation:
Highest occupied orbital energy = -12.5 eV
Orbital gap = 7.529 eV

```
! wB97M-V def2-TZVPD RIJCOSX def2/J DEFGRID3
* xyz 1 1
N 2.926 -0.845 -2.441
B 2.419 0.574 -2.166
O 3.288 1.799 -2.255
P 0.532 0.684 -1.672
C -0.626 0.631 -3.222
O -1.516 -0.535 -3.103
O -2.553 -0.290 -2.347
H 3.908 -0.981 -2.117
H 2.788 -1.117 -3.441
H 3.222 2.150 -3.191
H 0.255 1.779 -0.778
H 0.268 -0.573 -0.961
H 0.042 0.526 -4.189
H -1.232 1.652 -3.261
H -2.286 -0.017 -1.420
C 0.383 0.044 2.459
C -1.087 0.257 2.230
O -1.509 1.015 1.359
N -1.967 -0.421 3.021
C -1.680 -1.349 4.088
H 0.954 0.653 1.751
H 0.652 0.351 3.473
H 0.640 -1.006 2.297
H -2.937 -0.223 2.803
H -2.144 -2.306 3.838
H -2.131 -0.961 5.005
H -0.610 -1.491 4.241
*
```

---

4.
C21H43InN2P3S2 | ωB97M-V/def2-TZVPD

Values from the calculation:
Energy above the lowest of the compared OMol25 structures with the same formula, charge and spin = 0.87 kcal per mole
Highest occupied orbital energy (spin up / spin down) = -15.9 / -15.6 eV
Orbital gap (spin up / spin down) = 4.983 / 4.642 eV

```
! wB97M-V def2-TZVPD RIJCOSX def2/J DEFGRID3
* xyz 3 1
In 0.814 -0.037 -1.078
P -1.915 -0.405 -1.505
P -0.719 2.012 0.926
P -0.274 -1.259 1.963
H 7.241 -4.289 -1.272
C 6.660 -5.100 -0.821
C 5.841 -5.795 -1.621
H 5.755 -5.495 -2.669
C -2.284 -0.151 -3.286
C -3.408 0.402 -0.765
C -2.451 -2.171 -1.316
C 0.529 2.828 2.002
C -1.277 3.501 0.011
C -2.085 1.919 2.160
C 0.230 -2.986 2.253
C -2.057 -1.533 2.501
C 0.353 -0.540 3.505
H 6.920 -5.367 0.214
H 5.358 -6.729 -1.319
H -1.337 0.100 -3.810
H -3.006 0.677 -3.472
H -2.696 -1.093 -3.701
H -3.319 1.501 -0.787
H -3.565 0.095 0.284
H -4.310 0.120 -1.342
H -1.701 -2.847 -1.753
H -3.418 -2.310 -1.838
H -2.569 -2.449 -0.258
H 0.049 3.648 2.557
H 1.330 3.236 1.373
H 0.964 2.103 2.706
H -1.880 4.143 0.674
H -1.873 3.203 -0.867
H -0.391 4.049 -0.332
H -2.330 2.949 2.466
H -1.811 1.341 3.053
H -2.985 1.475 1.711
H -0.016 -3.256 3.296
H 1.309 -3.082 2.089
H -0.281 -3.678 1.562
H -2.047 -2.023 3.508
H -2.612 -2.203 1.822
H -2.637 -0.604 2.601
H 0.288 -1.303 4.292
H -0.178 0.366 3.827
H 1.408 -0.291 3.331
C 2.927 -2.766 -0.576
C 3.563 -2.292 0.592
C 4.939 -2.234 0.641
C 5.681 -2.605 -0.481
C 5.076 -2.871 -1.720
C 3.713 -3.147 -1.689
S 1.256 -2.796 -0.816
H 0.773 -0.650 0.959
H 2.987 -1.970 1.459
H 5.465 -1.923 1.547
H 6.738 -2.779 -0.309
H 5.673 -2.963 -2.646
H 3.198 -3.660 -2.484
C 3.270 3.379 -2.445
N 1.882 3.479 -2.796
C 1.193 4.676 -2.955
C -0.066 4.336 -3.351
N -0.136 2.957 -3.394
C 1.092 2.404 -3.100
S 1.683 0.795 -3.328
H 3.419 3.089 -1.409
H 3.774 2.645 -3.062
H 3.697 4.363 -2.592
H 1.677 5.632 -2.760
H -0.891 4.951 -3.643
H -0.957 2.399 -3.625
*
```